Entry from the Open Molecules 2025 dataset: a cluster of 2 separate species, C10H10N2O2 in total (ωB97M-V/def2-TZVPD).

- LUMO energy: -0.404 eV
- SMILES string: O=c1cc[nH]c(=O)[nH]1.c1ccccc1
- Relative energy (zero: lowest compared OMol25 entry of this formula, charge and spin): 165.59 kcal per mole

Geometry (Å):
O (2.0127, -0.5543, -3.0194)
C (1.5910, -0.0480, -2.0328)
C (0.7011, 1.0780, -1.9968)
C (0.5231, 1.6810, -0.7769)
N (0.9745, 1.0305, 0.3853)
C (1.8682, 0.0266, 0.3976)
O (2.4412, -0.2574, 1.4537)
N (2.0741, -0.6522, -0.7781)
H (0.3761, 1.3380, -3.0222)
H (-0.2125, 2.5710, -0.7443)
H (1.0267, 1.7305, 1.1542)
H (2.7658, -1.4705, -0.7474)
C (-2.3454, -0.2732, 1.6630)
C (-2.3460, 0.4515, 0.4032)
C (-1.2896, 0.1079, -0.4662)
C (-0.2424, -0.6322, 0.1374)
C (-0.1980, -1.2698, 1.2862)
C (-1.3683, -1.2196, 2.1060)
H (-3.4760, -0.4104, 2.0922)
H (-3.0789, 1.0052, 0.0901)
H (-1.2066, 0.3406, -1.5466)
H (0.4984, -0.7436, -0.8188)
H (0.5904, -1.9599, 1.7438)
H (-1.6797, -1.8698, 3.0368)

***

Entry from the Open Molecules 2025 dataset: the molecule C10H10N2OS (ωB97M-V/def2-TZVPD).

- LUMO energy: 0.668 eV
- SMILES string: N#CCSCC(=O)Nc1ccccc1
- Relative energy (zero: lowest compared OMol25 entry of this formula, charge and spin): 33.20 kcal per mole

Geometry (Å):
N (3.7918, -0.1414, -0.8915)
C (3.3987, 0.9539, -0.8562)
C (2.6510, 2.2013, -0.9049)
S (1.5333, 2.2523, 0.4935)
C (0.7527, 0.6443, 0.1706)
C (-0.1580, 0.7643, -1.0237)
O (0.1297, 1.4251, -1.9990)
N (-1.3170, 0.0345, -0.9271)
C (-1.6575, -0.9412, 0.0005)
C (-2.9886, -0.9931, 0.4254)
C (-3.4507, -1.8420, 1.4129)
C (-2.5560, -2.8125, 1.9219)
C (-1.2894, -2.8479, 1.3770)
C (-0.8154, -1.9197, 0.5011)
H (2.0929, 2.2291, -1.8265)
H (3.3076, 3.1112, -0.7535)
H (1.4642, -0.1532, -0.1171)
H (0.3561, 0.2770, 1.1128)
H (-1.9444, 0.0615, -1.7731)
H (-3.7669, -0.3785, -0.0736)
H (-4.4485, -1.7802, 1.7207)
H (-2.8598, -3.6246, 2.5239)
H (-0.6318, -3.6763, 1.7504)
H (0.2165, -2.0002, 0.1159)

***

Entry from the Open Molecules 2025 dataset: a structure of composition C10H10N3 (ωB97M-V/def2-TZVPD).

- LUMO energy (alpha / beta): -5.432 / -8.209 eV
- Charge: +1
- Relative energy (zero: lowest compared OMol25 entry of this formula, charge and spin): 92.75 kcal per mole

Geometry (Å):
C (-1.9167, -0.2218, 1.0666)
C (1.3148, -2.1746, -0.5795)
C (0.1355, -1.4969, -0.2708)
C (2.3078, -0.0025, -0.8836)
C (2.4168, -1.4168, -0.9988)
C (0.1143, -0.0764, -0.1995)
C (-1.6302, 1.7550, 0.4614)
C (-2.7845, 1.5892, 1.1664)
C (3.7867, -1.9957, -1.3665)
C (-3.8096, 2.5925, 1.4402)
N (1.1966, 0.5812, -0.5692)
N (-2.9423, 0.2494, 1.6570)
N (-1.0358, 0.4454, 0.4105)
H (1.4160, -3.2906, -0.3883)
H (-0.8067, -1.8655, 0.0860)
H (3.1826, 0.5031, -0.9484)
H (-1.1277, 2.4676, -0.2266)
H (4.1031, -1.7726, -2.3334)
H (4.6725, -1.6089, -0.6767)
H (3.5918, -3.0303, -1.1459)
H (-3.7282, 3.2125, 2.3431)
H (-4.8004, 2.2432, 1.2494)
H (-3.6566, 3.3135, 0.7068)

***

Entry from the Open Molecules 2025 dataset: the molecule C10H10N4 (ωB97M-V/def2-TZVPD).

- LUMO energy: 0.277 eV
- SMILES string: CNc1ccnc(-c2ccncc2)n1
- Relative energy (zero: lowest compared OMol25 entry of this formula, charge and spin): 23.84 kcal per mole

Geometry (Å):
C (0.0678, -0.8542, -4.5270)
N (0.6098, -0.4835, -3.1729)
C (-0.1285, -0.4673, -2.0704)
C (-1.5013, -0.8458, -2.1917)
C (-2.1934, -0.8662, -0.9700)
N (-1.6754, -0.4912, 0.1729)
C (-0.3941, -0.2177, 0.1401)
C (0.2565, 0.2040, 1.4035)
C (1.5676, 0.7267, 1.4326)
C (2.0403, 1.1769, 2.6545)
N (1.3467, 1.3544, 3.7815)
C (0.0849, 0.9913, 3.6905)
C (-0.4944, 0.3070, 2.5344)
N (0.4130, -0.1536, -0.9190)
H (0.9650, -1.0857, -5.1437)
H (-0.7329, -0.2436, -4.9604)
H (-0.3680, -1.8373, -4.3547)
H (1.4433, 0.1380, -3.1555)
H (-1.9683, -1.1821, -3.1589)
H (-3.2381, -1.3382, -0.9860)
H (2.2103, 0.6283, 0.5728)
H (3.0708, 1.3925, 2.5885)
H (-0.5447, 1.1157, 4.5440)
H (-1.5287, -0.0974, 2.4372)

***

Entry from the Open Molecules 2025 dataset: a cluster of 2 separate species, C10H11BFO11 in total (ωB97M-V/def2-TZVPD).

- LUMO energy: 2.395 eV
- Charge: -1

Geometry (Å):
C (2.3969, -1.9973, -2.3107)
O (2.4355, -0.8022, -1.4539)
C (1.8490, 0.3762, -2.1120)
C (0.2171, 0.5612, -1.7990)
O (-0.4587, -0.5191, -2.5496)
C (-1.8627, -0.1899, -2.8391)
O (-2.0841, 0.8941, -3.6206)
C (-3.1883, -1.0167, -2.3432)
C (-2.8825, -2.3505, -1.4414)
F (-1.7746, -2.2139, -0.4682)
H (2.4075, -1.7863, -3.4616)
H (1.3622, -2.5458, -2.0815)
H (3.2833, -2.7386, -2.0134)
H (1.9892, 0.3675, -3.2957)
H (2.3431, 1.3977, -1.7438)
H (-0.0600, 1.6435, -2.1533)
H (0.0812, 0.4939, -0.6307)
H (-3.7439, -1.3930, -3.3307)
H (-3.9614, -0.2594, -1.8409)
H (-3.8654, -2.5513, -0.7956)
H (-2.7846, -3.3064, -2.1488)
B (0.6389, 1.3805, 3.4186)
O (-0.0252, 0.0897, 3.6259)
C (-0.9895, 0.2903, 4.5350)
O (-1.7398, -0.5829, 4.9399)
C (-0.9957, 1.6701, 4.9454)
O (-1.7521, 2.1739, 5.7597)
O (-0.0352, 2.3429, 4.2958)
O (2.0677, 1.2919, 3.7366)
C (2.7350, 1.6246, 2.6227)
O (3.9520, 1.6536, 2.5376)
C (1.8043, 1.9338, 1.5688)
O (2.0927, 2.2711, 0.4320)
O (0.5481, 1.7969, 2.0156)

***

Entry from the Open Molecules 2025 dataset: a structure of composition C10H11BrN2O2 (ωB97M-V/def2-TZVPD).

- LUMO energy: -0.130 eV
- Relative energy (zero: lowest compared OMol25 entry of this formula, charge and spin): 57.46 kcal per mole

Geometry (Å):
O (-1.4866, 0.0396, 3.1075)
O (-0.8247, 2.6914, 1.6442)
Br (3.0618, 1.7035, -1.3827)
C (-0.8264, -0.2201, 2.1487)
C (-0.1646, 1.8739, 1.0346)
C (-0.9335, -1.4002, 1.3150)
C (0.2148, 1.9858, -0.4397)
C (0.0678, -1.3828, 0.3874)
C (0.7468, 0.7219, -0.7281)
N (0.1095, 0.5686, 1.4584)
N (0.6616, -0.1662, 0.4050)
C (-2.0509, -2.4165, 1.3938)
C (0.2209, 3.3171, -1.2312)
C (0.4853, -2.4237, -0.5224)
C (1.7438, 0.4017, -1.8357)
H (-1.6644, -3.3375, 0.9158)
H (-2.9891, -2.0777, 0.7961)
H (-2.3523, -2.5465, 2.4734)
H (0.2240, 3.2785, -2.3303)
H (1.0185, 3.9619, -0.8925)
H (-0.6749, 3.7573, -0.9342)
H (0.4333, -2.2223, -1.5880)
H (0.0762, -3.3826, -0.2308)
H (1.5403, -2.6114, -0.2986)
H (1.3130, 0.5406, -2.8723)
H (2.0499, -0.6543, -1.7933)

***

Entry from the Open Molecules 2025 dataset: a structure of composition C10H11ClN6OPdS2 (ωB97M-V/def2-TZVPD).

- LUMO energy: -10.395 eV
- Charge: +2

Geometry (Å):
Pd (1.7194, 0.4501, 0.0927)
N (2.4718, -1.5854, 2.6951)
C (1.3509, -1.9173, 2.0776)
N (0.6471, -2.9231, 2.5737)
C (-0.4815, -3.2509, 1.9579)
N (-1.1936, -4.2636, 2.4164)
N (-0.9748, -2.5974, 0.8608)
C (-0.2499, -1.6181, 0.4386)
N (0.9347, -1.2081, 0.9675)
C (-0.7077, -0.8530, -0.7378)
C (-1.8023, -1.2252, -1.4919)
C (-2.1019, -0.4954, -2.6320)
C (-1.2868, 0.5703, -2.9841)
C (-0.2165, 0.8937, -2.1724)
N (0.0545, 0.2054, -1.0566)
H (2.7605, -2.1684, 3.4654)
H (3.1274, -0.9253, 2.3036)
H (-0.8672, -4.7845, 3.2143)
H (-2.0450, -4.5336, 1.9535)
H (-2.3803, -2.0849, -1.1844)
H (-2.9472, -0.7673, -3.2496)
H (-1.4648, 1.1414, -3.8844)
H (0.4571, 1.7014, -2.4246)
C (-0.3884, 4.4780, -1.4448)
O (-0.3895, 4.0942, -0.0236)
C (0.5487, 3.4193, 0.4825)
S (0.9012, 3.0006, 2.0180)
S (2.0207, 2.7658, -0.0995)
H (-0.9592, 5.3987, -1.4789)
H (-0.8882, 3.6902, -2.0008)
H (0.6332, 4.6450, -1.7809)
Cl (3.7180, 0.7472, 1.1289)

***

Entry from the Open Molecules 2025 dataset: the molecule C10H11F8NO5S (ωB97M-V/def2-TZVPD).

- LUMO energy: 0.358 eV
- SMILES string: CCN[C@@H]1OC(=O)O[C@@]1(CCC(F)(F)F)S(=O)(=O)C(F)(F)C(F)(F)F

Geometry (Å):
C (3.2417, -0.5292, 0.8266)
C (2.1555, -1.3339, 1.6087)
N (0.7744, -0.9016, 1.3119)
C (0.1924, -1.5170, 0.1414)
O (0.8235, -2.6195, -0.4807)
C (0.1241, -2.8162, -1.6462)
O (-0.0743, -3.7723, -2.2301)
O (-0.2840, -1.5600, -2.0632)
C (-0.4329, -0.6093, -0.9943)
C (0.4767, 0.5506, -1.4942)
C (-0.0151, 2.0015, -1.1904)
C (1.0617, 2.8315, -0.4811)
F (1.2666, 2.4662, 0.7820)
F (0.7267, 4.1227, -0.5025)
F (2.2283, 2.7047, -1.1394)
S (-2.2735, -0.3859, -0.9763)
O (-2.6857, 0.6284, -1.9018)
O (-2.8297, -1.6293, -1.4205)
C (-2.9973, -0.1121, 0.7152)
F (-4.3053, 0.0330, 0.5118)
F (-2.8727, -1.1681, 1.5156)
C (-2.5382, 1.1704, 1.4699)
F (-2.9922, 2.2521, 0.8787)
F (-3.1338, 1.1372, 2.6684)
F (-1.2456, 1.2254, 1.6944)
H (4.0590, -0.3092, 1.5375)
H (3.6967, -1.1054, 0.0084)
H (2.8645, 0.4551, 0.5153)
H (2.3299, -1.0770, 2.6688)
H (2.3190, -2.4231, 1.5440)
H (0.2076, -1.1439, 2.1168)
H (-0.7375, -1.9854, 0.5549)
H (0.5026, 0.4578, -2.5903)
H (1.5035, 0.3694, -1.1509)
H (-0.9689, 2.0704, -0.6589)
H (-0.1677, 2.5221, -2.1495)